Record 1
A structure of composition C50H49N3OP2STeV in a non-equilibrium geometry, computed with ωB97M-V with the def2-TZVPD basis set.

Summary:
- Total charge: 0
- Energy relative to the best compared isomer or geometry (same formula, charge and spin): 0.0 kJ/mol
- Lowest unoccupied orbital energy (spin up / spin down): 0.397 / 0.413 eV
- 2S+1: 2
- HOMO-LUMO gap (spin up / spin down): 6.06 / 6.31 eV
- F_max: 3.0 eV/Å
- ⟨S²⟩: 0.82

Each line ends with the Löwdin charge.
Positions of all 108 atoms, in Å:
V  -0.33809  0.56604  -0.50608  -0.098
C  3.61358  2.16783  3.68145  -0.014
C  3.34852  0.69672  3.18568  -0.419
C  4.31680  -0.33717  3.91688  0.000
C  3.62284  0.73678  1.73100  -0.111
C  4.91441  1.05579  1.25868  -0.019
C  5.21832  1.16974  -0.06565  -0.065
C  4.22013  0.97447  -0.99337  -0.097
C  2.92269  0.65311  -0.63450  -0.224
P  1.60618  0.56665  -1.88255  1.025
C  2.30851  -0.73665  -2.97496  -0.300
C  1.68396  -1.99985  -3.09004  -0.077
C  2.27872  -3.01690  -3.84745  -0.084
C  3.46861  -2.79162  -4.48287  -0.104
C  4.02097  -1.51867  -4.49919  -0.087
C  3.44225  -0.49757  -3.77540  -0.092
C  1.71417  2.01531  -3.00864  -0.359
C  2.45601  3.14312  -2.78175  -0.079
C  2.38004  4.18261  -3.72145  -0.074
C  1.49349  4.10759  -4.78770  -0.081
C  0.63521  3.01286  -4.88642  -0.079
C  0.76572  1.94206  -4.02758  -0.142
C  2.62245  0.56178  0.77066  -0.146
O  1.28549  0.39540  1.09634  -0.193
C  0.95154  0.34061  2.46957  -0.148
C  -0.41211  0.25105  2.76594  -0.242
C  -0.80298  0.20875  4.11884  -0.088
C  0.13749  0.29519  5.11231  -0.070
C  1.47694  0.36926  4.79425  -0.034
C  1.92291  0.39260  3.48869  -0.105
P  -1.71849  0.27286  1.43654  1.036
C  -2.68146  -1.23894  1.88063  -0.316
C  -4.09032  -1.32945  1.54769  -0.045
C  -4.77865  -2.47954  1.90493  -0.083
C  -4.18107  -3.56014  2.57830  -0.069
C  -2.81500  -3.47051  2.86373  -0.069
C  -2.11828  -2.32071  2.48633  -0.154
C  -2.87078  1.59263  1.85048  -0.354
C  -3.81312  1.77404  0.86475  -0.158
C  -4.77332  2.75532  0.90867  -0.053
C  -4.73279  3.64754  1.99176  -0.078
C  -3.82825  3.44047  3.01959  -0.096
C  -2.88433  2.42340  2.97883  -0.074
H  4.68332  2.48529  3.66632  0.087
H  3.38928  2.26277  4.77774  0.091
H  3.01608  2.88789  3.07428  0.109
H  5.40209  -0.08456  3.85349  0.086
H  4.22429  -1.30914  3.41703  0.093
H  4.08354  -0.40043  4.98318  0.069
H  5.67840  1.22396  1.98390  0.105
H  6.21653  1.43672  -0.45016  0.122
H  4.51656  1.13410  -1.99495  0.083
H  0.75190  -2.16674  -2.59009  0.047
H  1.76337  -3.97981  -3.87992  0.105
H  3.98067  -3.62401  -4.97650  0.108
H  4.91148  -1.37695  -5.11676  0.108
H  3.84837  0.50703  -3.87905  0.102
H  3.16002  3.26407  -1.98308  0.098
H  3.05462  5.01130  -3.61703  0.096
H  1.41712  4.89191  -5.54162  0.104
H  -0.03864  2.82239  -5.73655  0.117
H  0.14506  1.03591  -3.98687  0.013
H  -1.88918  0.10742  4.31381  0.127
H  -0.07825  0.27997  6.17286  0.110
H  2.11316  0.28748  5.68876  0.126
H  -4.58331  -0.57694  1.00100  0.075
H  -5.83073  -2.39760  1.74330  0.095
H  -4.80582  -4.33936  2.90808  0.083
H  -2.28180  -4.29897  3.29487  0.097
H  -1.02609  -2.35014  2.61796  0.082
H  -3.69904  1.16988  -0.04260  0.035
H  -5.44634  2.87850  0.04211  0.121
H  -5.39221  4.54347  2.01981  0.115
H  -3.82376  4.12589  3.85173  0.100
H  -2.17239  2.36520  3.78892  0.094
N  -0.37651  2.22851  -0.33863  -0.103
C  -0.90942  3.48357  -0.45875  -0.368
C  -1.30808  3.90652  -1.69639  -0.047
C  -1.79986  5.18379  -1.86549  -0.075
C  -1.93797  6.01368  -0.78020  -0.115
C  -1.59579  5.58372  0.46809  -0.104
C  -1.03479  4.33483  0.66198  -0.021
H  -1.17881  3.20771  -2.52803  0.076
H  -2.08778  5.54775  -2.85229  0.108
H  -2.28225  7.01389  -0.90384  0.092
H  -1.76027  6.24561  1.27524  0.090
H  -0.69203  4.00060  1.64501  0.109
Te  -2.08856  0.07626  -2.43745  0.254
C  -3.75853  -4.33559  -1.96073  -0.049
C  -2.27022  -3.86802  -2.18130  -0.214
N  -1.72746  -3.08579  -1.06850  0.012
C  -0.54851  -3.29086  -0.55159  -0.769
S  0.35155  -2.03884  0.21849  0.736
N  0.06733  -4.50710  -0.71321  -0.003
C  -0.67734  -5.75473  -0.39155  -0.244
C  -0.12652  -6.96551  -1.11589  -0.080
H  -4.09241  -4.76088  -2.87380  0.055
H  -4.35580  -3.50334  -1.60345  0.066
H  -3.92173  -5.06099  -1.13844  0.069
H  -2.24862  -3.30425  -3.06751  0.075
H  -1.59908  -4.65930  -2.43219  0.089
H  -1.97852  -2.08722  -1.14498  -0.064
H  1.05538  -4.49274  -0.39478  0.126
H  -1.69410  -5.67170  -0.62441  0.069
H  -0.63884  -5.90193  0.69878  0.123
H  -0.48066  -6.96365  -2.17679  0.087
H  -0.54878  -7.84581  -0.69223  0.061
H  0.96775  -6.95860  -1.11602  0.077

Atoms 1-3, force components in eV/Å:
V -0.77 0.30 -0.51
C 0.38 0.27 1.17
C 1.87 0.50 1.32


Record 2
The molecule C5H7N in a non-equilibrium geometry, computed with ωB97M-V with the def2-TZVPD basis set.

Summary:
- Total charge: 0
- Energy relative to the best compared isomer or geometry (same formula, charge and spin): 313.1 kJ/mol
- SMILES: Cc1ccc[nH]1
- Lowest unoccupied orbital energy: 1.025 eV
- 2S+1: 1
- HOMO-LUMO gap: 8.56 eV
- F_max: 2.8 eV/Å

Each line ends with the Löwdin charge.
Positions of all 13 atoms, in Å:
C  1.90696  0.04245  -0.15455  -0.047
C  0.40580  -0.10461  -0.05436  -0.456
C  -0.39811  1.01097  0.09713  -0.143
C  -1.86915  0.77251  0.08720  -0.092
C  -1.90483  -0.57428  0.00773  0.015
N  -0.27254  -1.25153  -0.11510  0.091
H  2.47425  -0.55972  0.56431  0.073
H  2.27290  -0.20228  -1.16189  0.080
H  2.15370  1.09558  0.01184  0.074
H  -0.00821  1.67068  0.84742  0.084
H  -2.63884  1.61374  0.12198  0.129
H  -2.49679  -1.43368  0.02019  0.046
H  0.37486  -2.07983  -0.27190  0.146

Atoms 1-3, force components in eV/Å:
C -0.03 -0.03 0.09
C -0.20 1.16 0.14
C -0.31 0.58 0.67